[1]
ORCA calculation (ωB97M-V/def2-TZVPD) on a cluster of 2 separate species, C3H3NO3 in total at a distorted geometry.

Results
⟨S²⟩   2.012
Orbital gap (spin up / spin down)   6.79 / 7.47 eV
Energy   -396.33556 Eh
ΔE to the lowest compared entry with this formula, charge and spin   34.2 kcal per mole

Geometry as ORCA input:
```
! RIJCOSX wB97M-V def2-TZVPD def2/J DEFGRID3
* xyz 0 3
C 0.029 0.831 -0.116
C -0.888 -1.208 0.899
C 0.841 0.182 -1.100
N -0.839 -0.274 1.668
O -0.447 1.772 0.353
O -0.464 -2.162 0.344
O -1.369 0.773 2.056
H 0.990 -0.877 -0.870
H 1.802 0.699 -1.164
H 0.345 0.265 -2.069
*
```

[2]
ORCA calculation (ωB97M-V/def2-TZVPD) on the molecule C3H3NO3 at a distorted geometry.

Results
⟨S²⟩   2.013
Orbital gap (spin up / spin down)   7.01 / 7.69 eV
Energy   -396.35912 Eh
ΔE to the lowest compared entry with this formula, charge and spin   19.4 kcal per mole

Geometry as ORCA input:
```
! RIJCOSX wB97M-V def2-TZVPD def2/J DEFGRID3
* xyz 0 3
C 1.361 0.518 -0.623
C -1.782 0.129 0.298
C -0.300 -0.130 -0.425
N -1.651 -0.468 1.490
O 1.510 0.685 -1.932
O -0.306 -1.155 -1.052
O 2.110 0.783 0.277
H -1.021 -1.016 1.922
H 2.508 1.068 -2.117
H -2.429 -0.414 2.163
*
```

[3]
ORCA calculation (ωB97M-V/def2-TZVPD) on the molecule C3H3NO3S at a distorted geometry.

Results
Orbital gap   10.74 eV
SMILES   O=C1NC(=O)SCO1
Energy   -794.81024 Eh
ΔE to the lowest compared entry with this formula, charge and spin   0.0 kcal per mole

Geometry as ORCA input:
```
! RIJCOSX wB97M-V def2-TZVPD def2/J DEFGRID3
* xyz 0 1
O 0.742 -1.199 2.108
C 0.405 -0.553 1.131
N 0.841 -0.829 -0.162
C 0.766 -0.108 -1.337
O 1.420 -0.458 -2.297
S -0.375 1.335 -1.305
C -1.235 0.932 0.234
O -0.363 0.556 1.264
H 1.486 -1.629 -0.233
H -1.969 0.118 0.038
H -1.717 1.833 0.558
*
```

[4]
ORCA calculation (ωB97M-V/def2-TZVPD) on the molecule C3H3NO3S at a distorted geometry.

Results
Orbital gap   7.96 eV
SMILES   O=CONC(=O)C=S
Energy   -794.67999 Eh
ΔE to the lowest compared entry with this formula, charge and spin   81.7 kcal per mole

Geometry as ORCA input:
```
! RIJCOSX wB97M-V def2-TZVPD def2/J DEFGRID3
* xyz 0 1
O -2.216 1.113 0.877
C -1.107 1.185 1.381
O 0.096 1.043 0.751
N -0.066 0.635 -0.572
C 0.193 -0.709 -0.878
O -0.450 -1.235 -1.776
C 1.379 -1.397 -0.488
S 2.833 -0.737 -0.268
H -0.786 1.544 2.303
H -1.068 1.011 -0.757
H 1.190 -2.452 -0.572
*
```

[5]
ORCA calculation (ωB97M-V/def2-TZVPD) on the ion C3H3NO4 with charge -2 at a distorted geometry.

Results
Orbital gap   5.79 eV
SMILES   CC(C(=O)[O-])=[N+]([O-])[O-]
Energy   -471.67599 Eh
ΔE to the lowest compared entry with this formula, charge and spin   73.3 kcal per mole

Geometry as ORCA input:
```
! RIJCOSX wB97M-V def2-TZVPD def2/J DEFGRID3
* xyz -2 1
C 0.009 0.134 0.126
C 1.525 -0.100 0.076
C 2.179 -1.475 -0.076
O 1.418 -2.475 -0.402
O 3.347 -1.679 0.248
N 2.297 1.182 0.064
O 1.533 2.202 0.183
O 3.564 1.294 -0.148
H -0.290 0.789 0.869
H -0.512 -0.812 0.428
H -0.294 0.606 -0.768
*
```

[6]
ORCA calculation (ωB97M-V/def2-TZVPD) on a cluster of 2 separate species, C3H3NO4 in total at a distorted geometry.

Results
Orbital gap   7.41 eV
Energy   -471.67286 Eh
ΔE to the lowest compared entry with this formula, charge and spin   125.7 kcal per mole

Geometry as ORCA input:
```
! RIJCOSX wB97M-V def2-TZVPD def2/J DEFGRID3
* xyz 0 1
C -0.451 0.799 -0.524
C -0.035 -0.631 1.272
C 0.596 0.014 -0.751
H -0.070 2.601 -1.429
H -1.819 0.656 1.199
H -0.218 -0.943 -2.582
N -0.887 0.315 0.836
O -0.854 2.051 -0.886
O 0.039 -1.279 2.306
O 0.699 -0.983 0.215
O 1.073 -0.490 -2.013
*
```

[7]
ORCA calculation (ωB97M-V/def2-TZVPD) on the molecule C3H3NOS at a distorted geometry.

Results
Orbital gap   10.85 eV
SMILES   N#CCSC=O
Energy   -644.26721 Eh
ΔE to the lowest compared entry with this formula, charge and spin   12.4 kcal per mole

Geometry as ORCA input:
```
! RIJCOSX wB97M-V def2-TZVPD def2/J DEFGRID3
* xyz 0 1
N 2.916 -0.039 0.453
C 1.779 0.097 0.627
C 0.349 0.035 0.795
S -0.568 1.269 -0.249
C -1.398 -0.006 -1.156
O -1.265 -1.179 -0.955
H 0.042 -1.012 0.650
H 0.073 0.387 1.809
H -1.929 0.447 -1.975
*
```

[8]
ORCA calculation (ωB97M-V/def2-TZVPD) on the molecule C3H3NOS at a distorted geometry.

Results
Orbital gap   9.39 eV
SMILES   Sc1ccno1
Energy   -644.19918 Eh
ΔE to the lowest compared entry with this formula, charge and spin   55.1 kcal per mole

Geometry as ORCA input:
```
! RIJCOSX wB97M-V def2-TZVPD def2/J DEFGRID3
* xyz 0 1
S 2.463 -0.592 -0.114
C 0.710 -0.429 0.008
C -0.245 0.664 -0.091
C -1.451 -0.004 -0.079
N -1.431 -1.299 -0.105
O -0.110 -1.586 0.021
H 2.497 0.740 0.494
H -0.069 1.813 -0.108
H -2.365 0.693 -0.025
*
```

[9]
ORCA calculation (ωB97M-V/def2-TZVPD) on a structure of composition C3H3NOS at a distorted geometry.

Results
Orbital gap   8.33 eV
Energy   -644.20370 Eh
ΔE to the lowest compared entry with this formula, charge and spin   52.2 kcal per mole

Geometry as ORCA input:
```
! RIJCOSX wB97M-V def2-TZVPD def2/J DEFGRID3
* xyz 0 1
C -0.661 -1.439 0.065
C 1.498 -0.265 -0.540
C 0.374 -0.427 0.297
N -1.449 -2.227 -0.142
O 2.404 0.476 -0.124
S -0.689 1.513 -0.253
H 1.496 -0.769 -1.484
H 0.595 0.089 1.203
H -1.799 1.170 0.531
*
```

[10]
ORCA calculation (ωB97M-V/def2-TZVPD) on a structure of composition C3H3NOS at a distorted geometry.

Results
Orbital gap   7.81 eV
Energy   -644.15587 Eh
ΔE to the lowest compared entry with this formula, charge and spin   82.2 kcal per mole

Geometry as ORCA input:
```
! RIJCOSX wB97M-V def2-TZVPD def2/J DEFGRID3
* xyz 0 1
C 0.225 0.548 0.704
C -0.504 1.593 0.630
C -0.011 -1.078 -1.132
N 0.501 -0.682 0.241
O -0.849 -0.470 -1.885
S -1.396 2.879 0.554
H 1.194 0.828 1.379
H 0.457 -1.640 1.096
H 0.383 -1.980 -1.587
*
```

[11]
ORCA calculation (ωB97M-V/def2-TZVPD) on the molecule C3H3NOS2 at a distorted geometry.

Results
Orbital gap   8.04 eV
SMILES   O=CN(C=S)C=S
Energy   -1042.43232 Eh
ΔE to the lowest compared entry with this formula, charge and spin   41.6 kcal per mole

Geometry as ORCA input:
```
! RIJCOSX wB97M-V def2-TZVPD def2/J DEFGRID3
* xyz 0 1
O -0.041 2.230 -0.135
C -0.683 1.184 0.029
N 0.026 -0.043 0.018
C 1.441 0.087 -0.007
S 2.537 -1.153 -0.086
C -0.748 -1.221 0.033
S -2.377 -1.183 -0.085
H -1.777 1.007 -0.036
H 1.707 1.241 0.225
H -0.085 -2.148 0.045
*
```

[12]
ORCA calculation (ωB97M-V/def2-TZVPD) on the molecule C3H3NS at a distorted geometry.

Results
Orbital gap   9.52 eV
SMILES   C#C/C=N\S
Energy   -568.94386 Eh
ΔE to the lowest compared entry with this formula, charge and spin   46.3 kcal per mole

Geometry as ORCA input:
```
! RIJCOSX wB97M-V def2-TZVPD def2/J DEFGRID3
* xyz 0 1
C -0.603 1.779 -0.975
C -0.366 0.604 -0.869
C 0.160 -0.683 -0.613
N 0.436 -1.213 0.466
S 0.337 -0.387 1.902
H -0.864 2.723 -1.197
H 0.328 -1.365 -1.434
H 0.573 -1.459 2.720
*
```